A 2-piece molecular cluster, C4H9N2 overall, computed with wB97M-V/def2-TZVPD.

The value obtained for the relative energy (zero: lowest compared OMol25 entry of this formula, charge and spin) is 63.99 kcal/mol. The total energy comes out at -7260.68475 eV. As for the HOMO-LUMO gap (spin up / spin down): 8.233 / 8.057 eV. The value obtained for the highest occupied orbital energy (spin up / spin down) is -12.4 / -15.4 eV.

```
! RIJCOSX wB97M-V def2-TZVPD def2/J DEFGRID3
* xyz 1 3
C -0.02 -2.61 0.43
C -0.15 0.80 0.15
C -0.80 1.77 1.04
C 0.44 1.29 -1.13
N -0.18 -0.48 0.49
N 0.59 -3.27 -0.45
H -0.73 1.56 2.13
H -1.96 1.80 0.88
H -0.41 2.74 0.80
H 1.53 1.42 -1.10
H 0.12 2.24 -1.43
H 0.29 0.37 -1.83
H -0.69 -0.51 1.41
H 0.75 -4.29 -0.26
H 1.20 -2.84 -1.13
*
```

Calculated atomic charges, method Mulliken, unit e:
1 C 0.229
2 C 0.979
3 C -1.309
4 C -1.183
5 N -0.443
6 N -0.202
7 H 0.426
8 H 0.311
9 H 0.369
10 H 0.318
11 H 0.407
12 H 0.289
13 H 0.244
14 H 0.309
15 H 0.256

An isolated ion of composition C4H9N2 and charge +1, computed with wB97M-V/def2-TZVPD.

The value obtained for the relative energy (zero: lowest compared OMol25 entry of this formula, charge and spin) is 61.42 kcal/mol. The total energy comes out at -7260.79621 eV. As for the HOMO-LUMO gap (spin up / spin down): 6.736 / 7.951 eV. The value obtained for the highest occupied orbital energy (spin up / spin down) is -9.7 / -16.0 eV.

```
! RIJCOSX wB97M-V def2-TZVPD def2/J DEFGRID3
* xyz 1 3
C -0.44 0.57 -0.12
C 2.09 -0.41 0.44
C 1.07 -1.50 0.25
C -1.78 -0.03 -0.35
N 0.59 -0.18 -0.01
N -0.45 1.86 0.03
H 2.36 -0.18 1.47
H 2.73 -0.06 -0.42
H 0.89 -2.30 -0.52
H 0.69 -1.82 1.16
H -2.58 0.41 0.32
H -2.23 0.24 -1.33
H -1.67 -1.07 -0.22
H -1.35 2.33 0.01
H 0.44 2.40 -0.14
*
```

Calculated atomic charges, method Mulliken, unit e:
1 C 0.638
2 C -0.327
3 C -0.473
4 C -1.199
5 N -0.013
6 N -0.297
7 H 0.287
8 H 0.279
9 H 0.292
10 H 0.343
11 H 0.316
12 H 0.299
13 H 0.325
14 H 0.260
15 H 0.270

A 2-piece molecular cluster, C4H9N2O overall, computed with wB97M-V/def2-TZVPD.

The value obtained for the relative energy (zero: lowest compared OMol25 entry of this formula, charge and spin) is 144.23 kcal/mol. The total energy comes out at -9309.76138 eV. As for the HOMO-LUMO gap: 9.537 eV. The value obtained for the highest occupied orbital energy is -13.0 eV.

```
! RIJCOSX wB97M-V def2-TZVPD def2/J DEFGRID3
* xyz 1 1
C -0.14 -0.71 1.30
C -1.19 -0.62 -1.27
C 0.38 1.09 0.33
C -0.34 -0.28 -0.14
N 0.81 0.44 1.53
N 0.15 -1.04 -1.39
O 1.26 1.61 -0.53
H -0.96 -0.65 2.09
H 0.43 -1.70 1.39
H -1.81 -1.56 -1.06
H -1.51 0.32 -1.81
H -0.63 2.41 0.73
H 0.86 0.80 2.46
H 0.32 -2.03 -1.51
H 0.92 -0.58 -2.00
H 1.45 2.48 -0.12
*
```

Calculated atomic charges, method Mulliken, unit e:
1 C -0.420
2 C -0.473
3 C -0.164
4 C 0.396
5 N -0.354
6 N -0.294
7 O -0.468
8 H 0.298
9 H 0.250
10 H 0.310
11 H 0.302
12 H 0.286
13 H 0.265
14 H 0.289
15 H 0.349
16 H 0.428